(1)
Molecular formula: C48H45IrN7S2Sb
Method: DFT, the ωB97M-V functional and the def2-TZVPD basis

HOMO level (alpha / beta): -11.51 / -11.46 eV
LUMO level (alpha / beta): -6.0 / -6.0 eV
Kohn-Sham gap (alpha / beta): 5.5 / 5.5 eV
Electronic energy: -3379.8957 Ha
Relative energy (zero: lowest compared OMol25 entry of this formula, charge and spin): 414.4 kJ/mol
Charge: +2

Element x y z (Å)
Ir 0.364 1.162 -0.022
C 0.046 4.310 -1.173
N 0.986 3.630 -0.289
C 2.406 3.809 -0.550
C 3.143 2.595 -0.076
N 2.548 1.539 0.440
C 3.543 0.614 0.679
C 3.464 -0.693 1.146
C 4.637 -1.417 1.203
C 5.863 -0.850 0.842
C 5.965 0.455 0.401
C 4.782 1.174 0.306
N 4.482 2.434 -0.168
C -1.301 3.695 -0.944
N -1.445 2.500 -0.417
C -2.789 2.330 -0.173
C -3.476 1.311 0.477
C -4.836 1.474 0.632
C -5.514 2.592 0.137
C -4.846 3.609 -0.512
C -3.471 3.474 -0.635
N -2.490 4.312 -1.121
H 0.368 4.150 -2.207
H -0.007 5.394 -1.001
H 0.777 3.857 0.680
H 2.822 4.708 -0.075
H 2.560 3.906 -1.630
H 2.514 -1.121 1.428
H 4.612 -2.451 1.516
H 6.755 -1.454 0.884
H 6.916 0.890 0.133
H 5.147 3.104 -0.525
H -2.952 0.453 0.869
H -5.399 0.714 1.149
H -6.583 2.665 0.271
H -5.366 4.475 -0.891
H -2.635 5.227 -1.516
S -0.869 -1.101 -0.094
Sb -0.996 -1.127 -2.670
C -2.844 0.011 -2.737
C -3.976 -0.423 -2.070
C -5.148 0.308 -2.162
C -5.190 1.468 -2.916
C -4.065 1.885 -3.604
C -2.896 1.150 -3.525
C -1.816 -3.193 -2.624
C -2.489 -3.685 -1.523
C -2.887 -5.012 -1.514
C -2.591 -5.836 -2.587
C -1.906 -5.334 -3.682
C -1.517 -4.004 -3.704
C 0.902 0.569 -2.219
C 2.151 -0.058 -2.104
C 3.282 0.543 -2.628
C 3.176 1.727 -3.339
C 1.933 2.310 -3.542
C 0.800 1.728 -2.997
H -3.955 -1.333 -1.487
H -6.031 -0.031 -1.646
H -6.104 2.036 -2.983
H -4.101 2.773 -4.218
H -2.031 1.442 -4.106
H -2.697 -3.053 -0.670
H -3.415 -5.398 -0.656
H -2.882 -6.875 -2.567
H -1.659 -5.973 -4.516
H -0.984 -3.610 -4.562
H 2.246 -1.009 -1.597
H 4.244 0.068 -2.510
H 4.067 2.171 -3.760
H 1.847 3.195 -4.161
H -0.174 2.160 -3.182
C 2.593 -5.385 -0.619
C 2.015 -4.486 -1.524
C 1.200 -3.481 -1.080
C 0.952 -3.278 0.289
C 0.125 -2.258 0.831
C 0.010 -2.106 2.199
C 0.691 -2.940 3.086
C 1.463 -3.959 2.600
C 1.599 -4.157 1.212
C 2.384 -5.223 0.722
H 3.202 -6.194 -0.987
H 2.211 -4.586 -2.580
H 0.752 -2.826 -1.815
H -0.628 -1.327 2.586
H 0.582 -2.795 4.150
H 1.981 -4.627 3.271
H 2.828 -5.903 1.435
S -0.768 1.618 2.404
C -0.202 1.420 3.989
N 1.002 0.927 4.276
C 1.528 0.875 5.629
C 0.384 0.684 6.621
C -0.676 1.754 6.382
N -1.021 1.786 4.973
H 1.593 0.650 3.508
H 2.055 1.808 5.858
H 2.240 0.052 5.693
H 0.764 0.768 7.636
H -0.059 -0.305 6.503
H -0.301 2.739 6.690
H -1.582 1.540 6.955
H -1.924 2.150 4.706

(2)
Molecular formula: C22H33N3O4
Method: DFT, the ωB97M-V functional and the def2-TZVPD basis

HOMO level: -7.79 eV
LUMO level: 0.7 eV
Kohn-Sham gap: 8.5 eV
Electronic energy: -1323.2628 Ha
Relative energy (zero: lowest compared OMol25 entry of this formula, charge and spin): 383.8 kJ/mol
Charge: 0

Element x y z (Å)
C -5.833 -3.657 1.114
O -5.344 -2.728 0.187
C -5.680 -1.396 0.508
C -5.091 -0.467 -0.548
C -3.561 -0.478 -0.551
C -2.918 0.301 0.601
C -1.435 -0.054 0.719
C -0.771 0.748 1.845
N -0.941 2.182 1.751
C -2.325 2.549 1.554
C -3.030 1.814 0.406
H -2.573 2.089 -0.546
H -4.076 2.125 0.382
H -2.378 3.629 1.397
H -2.852 2.318 2.489
C 0.057 2.918 0.999
C 0.117 2.693 -0.483
C 0.806 1.723 -1.201
N 0.450 1.902 -2.500
N -0.388 2.920 -2.669
C -0.604 3.401 -1.462
H -1.259 4.239 -1.321
H 0.793 1.390 -3.297
C 1.705 0.649 -0.799
C 2.716 0.875 0.124
C 3.570 -0.147 0.520
C 3.395 -1.437 -0.001
C 2.375 -1.657 -0.950
C 1.550 -0.621 -1.350
H 0.757 -0.795 -2.060
O 2.285 -2.937 -1.403
C 1.274 -3.250 -2.328
H 1.379 -4.316 -2.525
H 0.276 -3.056 -1.921
H 1.398 -2.698 -3.266
O 4.144 -2.541 0.279
C 4.842 -2.639 1.499
H 5.136 -3.686 1.574
H 5.733 -2.008 1.512
H 4.205 -2.380 2.349
O 4.602 0.049 1.403
C 4.742 1.309 2.011
H 5.581 1.207 2.697
H 4.971 2.090 1.278
H 3.846 1.589 2.575
H 2.853 1.874 0.503
H -0.135 3.981 1.179
H 1.023 2.670 1.449
H 0.298 0.524 1.878
H -1.215 0.437 2.800
H -1.315 -1.120 0.927
H -0.942 0.161 -0.228
H -3.412 0.033 1.542
H -3.239 -1.520 -0.506
H -3.205 -0.058 -1.495
H -5.469 0.542 -0.380
H -5.447 -0.808 -1.521
H -6.777 -1.285 0.536
H -5.295 -1.145 1.509
H -6.929 -3.624 1.172
H -5.426 -3.473 2.117
H -5.518 -4.640 0.770

(3)
Molecular formula: C4HO2S
Method: DFT, the ωB97M-V functional and the def2-TZVPD basis

HOMO level (alpha / beta): -2.45 / -2.45 eV
LUMO level (alpha / beta): 3.5 / 3.5 eV
Kohn-Sham gap (alpha / beta): 5.9 / 5.9 eV
Electronic energy: -701.6329 Ha
Relative energy (zero: lowest compared OMol25 entry of this formula, charge and spin): 225.4 kJ/mol
Charge: -1

Element x y z (Å)
C 0.432 0.788 0.043
C -0.817 1.103 0.032
C 0.680 -0.657 -0.508
C -0.119 -1.328 0.362
O 1.150 -0.870 -1.634
O -0.249 -1.837 1.441
S -2.371 1.436 -0.055
H 1.294 1.367 0.320

(4)
Molecular formula: C5H13N
Method: DFT, the ωB97M-V functional and the def2-TZVPD basis

HOMO level: -8.83 eV
LUMO level: 1.2 eV
Kohn-Sham gap: 10.0 eV
Electronic energy: -252.9865 Ha
Relative energy (zero: lowest compared OMol25 entry of this formula, charge and spin): 201.0 kJ/mol
Charge: 0

Element x y z (Å)
C -2.358 -0.692 1.128
C -1.708 -0.199 -0.168
C -2.080 0.987 -0.654
H -2.829 -1.621 0.790
H -1.710 -1.088 1.904
H -3.158 -0.029 1.459
H -1.222 -0.948 -0.775
H -1.463 1.441 -1.419
H -2.741 1.616 -0.058
C 1.176 0.168 -1.182
C 2.436 0.129 -0.335
N 2.147 -0.299 1.053
H 0.473 0.970 -0.884
H 1.351 0.310 -2.264
H 0.562 -0.685 -0.977
H 3.192 -0.483 -0.839
H 2.903 1.100 -0.180
H 2.282 0.437 1.724
H 2.373 -1.212 1.415

(5)
Molecular formula: C19H18FeN
Method: DFT, the ωB97M-V functional and the def2-TZVPD basis

HOMO level (alpha / beta): -2.81 / -2.77 eV
LUMO level (alpha / beta): 3.3 / 3.3 eV
Kohn-Sham gap (alpha / beta): 6.1 / 6.1 eV
Electronic energy: -2053.2106 Ha
Charge: -1

Element x y z (Å)
Fe -0.078 0.943 0.284
C 3.706 -0.236 -0.885
C 4.349 -0.363 0.343
C 3.609 -0.265 1.502
C 2.234 -0.041 1.432
N 1.613 0.103 0.227
C 2.347 -0.002 -0.891
C 1.323 0.139 2.549
C 1.650 -0.206 3.862
C 0.718 -0.035 4.867
C -0.538 0.481 4.537
C -0.856 0.809 3.233
C 0.052 0.653 2.158
H 4.244 -0.301 -1.821
H 5.420 -0.520 0.393
H 4.089 -0.327 2.468
H 1.795 0.116 -1.816
H 2.623 -0.622 4.103
H 0.953 -0.305 5.891
H -1.279 0.619 5.320
H -1.851 1.204 3.046
C -1.455 -0.378 -0.657
C -1.904 0.949 -0.915
C -1.722 1.613 -2.165
C -1.930 2.960 -2.300
C -2.321 3.749 -1.209
C -2.506 3.140 0.014
C -2.305 1.769 0.175
H -1.215 -1.031 -1.492
H -1.929 -0.891 0.176
H -1.399 1.027 -3.019
H -1.776 3.423 -3.269
H -2.466 4.815 -1.326
H -2.806 3.729 0.872
H -2.496 1.308 1.135
C 0.846 2.734 0.288
H 0.608 3.200 -0.686
H 1.945 2.694 0.361
H 0.529 3.467 1.045

Among the records above, which one has the highest electronic energy? C5H13N